Entry 1:
{"formula": "C13H20Cl31InO2P", "method": "ωB97M-V/def2-TZVPD", "symbols": ["C", "C", "O", "C", "In", "P", "O", "Cl", "H", "H", "H", "H", "H", "H", "H", "H", "H", "H", "C", "Cl", "Cl", "Cl", "H", "C", "Cl", "Cl", "Cl", "H", "C", "Cl", "Cl", "Cl", "H", "C", "Cl", "Cl", "Cl", "H", "C", "Cl", "Cl", "Cl", "H", "C", "Cl", "Cl", "Cl", "H", "C", "Cl", "Cl", "Cl", "H", "C", "Cl", "Cl", "Cl", "H", "C", "Cl", "Cl", "Cl", "H", "C", "Cl", "Cl", "Cl", "H"], "positions_angstrom": [[1.491, 4.437, 6.131], [0.977, 4.068, 4.730], [-0.159, 3.181, 4.778], [0.656, 5.360, 3.963], [2.383, 5.725, 2.570], [1.861, 4.020, 0.729], [3.286, 3.608, -0.105], [0.608, 5.070, -0.601], [2.054, 3.629, 6.598], [2.145, 5.299, 5.985], [0.672, 4.785, 6.763], [1.814, 3.564, 4.235], [0.201, 2.290, 4.861], [0.468, 6.204, 4.629], [-0.240, 5.207, 3.358], [3.872, 5.210, 3.443], [2.532, 7.406, 2.009], [3.544, 2.754, 0.262], [-0.259, 0.519, -0.668], [0.035, -0.995, -1.529], [0.963, 1.711, -1.090], [-1.886, 1.131, -1.004], [-0.193, 0.322, 0.395], [-3.273, -2.202, -0.036], [-2.281, -3.660, 0.017], [-4.786, -2.495, -0.902], [-3.620, -1.632, 1.607], [-2.723, -1.435, -0.568], [-2.877, 2.106, 7.400], [-2.034, 2.322, 8.937], [-2.953, 0.392, 6.975], [-4.499, 2.803, 7.476], [-2.315, 2.618, 6.628], [2.500, -4.257, -1.931], [0.762, -4.336, -1.618], [2.828, -4.474, -3.653], [3.180, -2.735, -1.358], [2.977, -5.063, -1.390], [-2.566, -2.181, 9.736], [-2.916, -2.395, 11.454], [-0.829, -1.984, 9.475], [-3.191, -3.537, 8.794], [-3.059, -1.278, 9.399], [1.869, -3.492, -7.292], [0.377, -4.035, -6.530], [3.204, -4.581, -6.905], [1.661, -3.366, -9.045], [2.110, -2.510, -6.908], [-7.585, -3.944, 1.297], [-7.077, -4.839, 2.731], [-8.421, -5.006, 0.159], [-8.606, -2.575, 1.741], [-6.700, -3.560, 0.808], [-0.075, -2.967, 5.994], [0.220, -4.411, 5.020], [1.147, -1.736, 5.669], [-1.692, -2.332, 5.694], [-0.011, -3.242, 7.038], [2.646, -0.454, -11.083], [1.239, 0.417, -10.475], [2.574, -0.608, -12.844], [4.138, 0.346, -10.589], [2.640, -1.449, -10.659], [4.156, 0.655, -16.063], [3.475, 1.219, -17.591], [4.723, -1.011, -16.208], [5.461, 1.716, -15.531], [3.375, 0.683, -15.314]], "forces_ev_per_angstrom": [[-0.1124, 0.2105, -0.4925], [0.3178, 1.0428, 0.3085], [0.0853, -0.2366, 0.1549], [0.0536, -0.6488, -0.4112], [0.2287, 0.8739, 0.2351], [-0.0342, -0.2819, 1.1377], [-0.2995, 0.5428, -0.0931], [0.4751, -0.0578, -0.1950], [-0.1009, -0.0252, 0.1715], [0.2593, -0.1408, 0.1668], [-0.0743, -0.2237, 0.0380], [-0.2269, -0.3745, -0.1021], [-0.1439, 0.0738, -0.0053], [-0.0097, -0.0297, 0.0812], [0.0174, -0.0049, -0.0330], [-0.2543, -0.0970, -0.1871], [-0.0492, -0.1896, 0.0173], [-0.1360, -0.0410, -0.2234], [0.3479, 0.4215, -0.1032], [-0.1802, -0.1674, 0.0231], [-0.3322, -0.6139, -0.3484], [-0.0306, -0.0470, 0.0121], [-0.0192, 0.0070, -0.0041], [-0.0327, -0.0662, 0.3104], [-0.0603, 0.0222, -0.0151], [-0.0055, -0.0082, -0.1147], [0.1030, 0.0017, -0.2195], [-0.0283, 0.0285, 0.0317], [-0.0597, 0.0710, 0.0868], [-0.0080, -0.0266, -0.0523], [0.0150, 0.0787, 0.0327], [0.0694, -0.0202, -0.0231], [0.0670, 0.0370, -0.0600], [-0.0400, 0.1038, -0.0207], [0.1074, -0.0479, -0.0089], [0.0062, -0.0327, 0.1085], [0.0102, -0.0808, 0.0097], [-0.0145, -0.0117, -0.0149], [-0.0017, -0.0582, -0.0098], [0.0019, 0.0223, -0.0375], [-0.0249, 0.0363, -0.0003], [0.0094, 0.0500, 0.0587], [0.0338, 0.0036, -0.0181], [-0.0621, -0.0892, 0.1081], [0.0509, 0.0458, -0.0370], [0.0128, 0.0382, -0.1309], [-0.0217, -0.0188, -0.0112], [0.0069, -0.0020, -0.0140], [-0.0659, -0.0166, 0.0803], [0.0089, 0.0226, -0.0414], [0.0294, 0.0193, -0.0045], [0.0384, -0.0198, -0.0234], [0.0396, 0.0149, -0.0017], [0.0044, 0.0555, -0.0895], [-0.0066, -0.0026, 0.0380], [-0.0257, -0.0234, 0.0537], [0.0582, -0.1364, -0.1125], [-0.0176, -0.0030, -0.0071], [0.0170, 0.2032, 0.0404], [0.0427, -0.0818, -0.0117], [-0.0122, -0.0922, -0.0212], [-0.0259, -0.0542, -0.0094], [0.0042, 0.0295, -0.0255], [0.1006, 0.0125, -0.0604], [-0.0165, -0.0136, 0.0383], [-0.0496, 0.0327, 0.0318], [-0.0495, -0.0251, 0.0169], [0.0097, 0.0088, 0.0023]], "gap_ev": 5.3, "fmax_ev_per_a": 1.17, "lumo_energy_ev": 1.4, "total_charge": -1}

Entry 2:
{"formula": "C11H14O4", "method": "ωB97M-V/def2-TZVPD", "symbols": ["C", "C", "C", "C", "C", "C", "C", "C", "C", "C", "C", "O", "O", "O", "O", "H", "H", "H", "H", "H", "H", "H", "H", "H", "H", "H", "H", "H", "H"], "positions_angstrom": [[-1.894, 0.751, -1.287], [-1.489, 1.394, 0.105], [-0.362, 0.000, 1.261], [1.647, -1.273, -0.042], [0.259, -0.614, -0.116], [-1.849, -0.571, -0.620], [-1.815, 0.064, 0.815], [-0.062, 1.394, 0.632], [0.948, 0.699, -0.336], [2.111, -2.195, 1.030], [1.538, 1.285, -1.636], [2.163, 0.126, 0.292], [-2.364, -1.768, -0.929], [-2.872, -0.134, 1.694], [0.195, 2.458, 1.396], [-2.885, 0.954, -1.645], [-1.239, 0.892, -2.122], [-2.038, 2.243, 0.408], [-0.194, -0.205, 2.289], [2.068, -1.506, -1.039], [3.217, -2.157, 0.971], [2.137, -3.238, 0.737], [1.723, -1.908, 1.992], [2.456, 1.727, -1.491], [0.896, 1.854, -2.352], [1.794, 0.422, -2.243], [-2.325, -1.863, -1.939], [-2.624, -0.879, 2.237], [0.863, 2.048, 1.938]], "forces_ev_per_angstrom": [[0.7336, 0.2550, 0.2319], [-1.6926, -0.3121, -1.3546], [-0.2308, -0.7803, -1.7832], [0.1126, 1.6565, 0.1350], [-2.6399, -0.6723, 0.4338], [3.8750, -1.1130, 2.0529], [0.1441, -0.6269, -0.6221], [0.1435, -2.5526, -1.8670], [0.9401, 1.9698, -0.4957], [1.6966, -0.4021, -1.2383], [-3.0577, -1.6138, -1.3141], [-0.8768, -0.6677, 0.1127], [-0.3764, 0.1962, -2.4876], [-0.1000, 0.6657, -0.2741], [0.6954, 1.3493, 0.9122], [-0.8293, 0.5809, 0.2383], [0.5353, 0.0791, -0.4934], [-0.5244, 1.1308, 0.1661], [0.7806, -0.5614, 0.8654], [-0.3332, -0.1623, 0.4122], [-0.2173, 0.9568, 0.6930], [-1.4489, -0.5060, 0.2567], [-0.0411, -0.3822, 0.3676], [1.7891, 1.5014, 0.7474], [0.2032, 0.0306, 1.0441], [0.1148, -0.4593, -0.1886], [-0.1771, 0.0297, 2.0959], [-0.0653, -0.3760, 0.3309], [0.8468, 0.7862, 1.0225]], "gap_ev": 8.3, "fmax_ev_per_a": 4.52, "lumo_energy_ev": 0.5, "de_lowest_kj_mol": 271.9}

Entry 3:
{"formula": "C3H4O", "method": "ωB97M-V/def2-TZVPD", "symbols": ["C", "C", "C", "O", "H", "H", "H", "H"], "positions_angstrom": [[0.183, 0.679, 0.925], [-0.590, -1.649, -1.127], [0.382, 0.493, -0.373], [0.146, -0.613, -1.222], [0.480, 1.597, 1.394], [-1.174, -1.698, -0.171], [0.857, 1.255, -0.978], [-0.283, -0.063, 1.553]], "forces_ev_per_angstrom": [[-0.3336, -1.0376, -0.7490], [-0.7240, -1.2553, 0.0720], [0.1620, 0.8128, 0.5209], [0.6851, 0.8623, -0.0345], [0.0956, 0.2625, -0.0852], [0.2171, 0.6398, 0.2091], [-0.0556, -0.0864, -0.0188], [-0.0466, -0.1981, 0.0855]], "gap_ev": 8.7, "fmax_ev_per_a": 1.45, "lumo_energy_ev": 0.3, "de_lowest_kj_mol": 324.1}

Entry 4:
{"formula": "C8H12N2O2", "method": "ωB97M-V/def2-TZVPD", "symbols": ["C", "C", "C", "C", "C", "C", "C", "C", "N", "N", "O", "O", "H", "H", "H", "H", "H", "H", "H", "H", "H", "H", "H", "H"], "positions_angstrom": [[0.620, -1.091, 0.879], [-0.076, 0.075, 1.435], [1.460, 0.584, -0.779], [1.005, -0.866, -0.654], [-0.031, 0.908, -1.023], [-0.238, -0.525, -1.566], [-1.523, -0.917, -0.837], [-0.770, 0.825, 0.334], [-1.738, 1.722, 0.596], [-2.726, -0.340, -1.034], [-3.651, -0.817, -0.404], [-2.749, 0.728, -1.709], [1.614, -1.330, 1.400], [-0.027, -1.998, 0.633], [-0.851, -0.083, 2.209], [0.703, 0.671, 1.972], [2.104, 0.866, 0.074], [2.034, 0.902, -1.643], [1.579, -1.825, -0.934], [-0.214, 1.852, -1.512], [-0.200, -0.605, -2.679], [-1.605, -1.858, -0.190], [-2.293, 1.446, 1.389], [-2.111, 1.914, -0.306]], "forces_ev_per_angstrom": [[1.1377, -2.9884, -2.6480], [-0.8506, 1.4527, 1.2910], [1.3507, -0.1893, 0.0242], [0.7802, -1.7163, -0.4590], [1.0095, 0.9282, 1.5654], [-1.4958, 0.9179, 1.2750], [1.4385, -1.6454, 1.2706], [0.3249, -0.5267, -0.7661], [2.1343, -1.5334, 0.3057], [1.6859, 0.3564, -0.4454], [-2.0291, 0.3291, 0.3521], [-0.7762, -0.1945, -0.0322], [-1.6977, 0.0472, -0.5622], [0.9320, 0.8406, 1.8657], [0.4288, -0.5472, -0.1705], [-0.7208, 0.2535, -0.6334], [-0.7876, 0.5661, -0.0440], [0.0338, -0.4684, -0.4583], [-0.3741, 1.7964, 0.1294], [-0.3885, -0.0154, -0.4957], [0.2782, -0.3628, 0.9345], [-0.0437, 1.4240, -1.5326], [-0.6487, 0.4486, -0.0809], [-1.7216, 0.8271, -0.6852]], "gap_ev": 8.3, "fmax_ev_per_a": 4.15, "lumo_energy_ev": 0.3, "de_lowest_kj_mol": 685.1}

Entry 5:
{"formula": "C21H54FN2O6PS5", "method": "ωB97M-V/def2-TZVPD", "symbols": ["C", "C", "C", "P", "N", "C", "C", "N", "C", "C", "C", "C", "O", "C", "C", "F", "H", "H", "H", "H", "H", "H", "H", "H", "H", "H", "H", "H", "H", "H", "H", "H", "H", "H", "H", "H", "H", "H", "H", "H", "C", "S", "O", "C", "H", "H", "H", "H", "H", "H", "C", "S", "O", "C", "H", "H", "H", "H", "H", "H", "C", "S", "O", "C", "H", "H", "H", "H", "H", "H", "C", "S", "O", "C", "H", "H", "H", "H", "H", "H", "C", "S", "O", "C", "H", "H", "H", "H", "H", "H"], "positions_angstrom": [[-5.046, 3.640, 6.821], [-4.171, 4.303, 5.772], [-4.774, 4.590, 4.274], [-3.601, 4.163, 2.830], [-2.486, 5.485, 3.290], [-2.146, 2.927, 2.862], [-1.792, 2.335, 4.349], [-0.529, 1.505, 4.427], [-0.349, 0.591, 3.236], [0.818, -0.579, 3.481], [-0.744, 0.621, 5.674], [-1.790, -0.661, 5.678], [-0.102, 0.912, 6.820], [-4.806, 2.824, 2.146], [-4.965, 1.517, 3.132], [-6.149, 3.353, 1.793], [-4.664, 3.415, 7.924], [-6.172, 3.367, 6.605], [-3.070, 4.530, 6.115], [-4.974, 5.765, 4.212], [-5.833, 4.086, 4.226], [-3.817, 4.883, 1.569], [-2.970, 6.408, 3.323], [-1.951, 5.278, 4.163], [-1.173, 3.504, 2.486], [-2.363, 2.112, 2.043], [-1.604, 3.285, 5.048], [-2.749, 1.808, 4.802], [-1.380, 0.137, 2.897], [0.070, 1.252, 2.347], [1.482, -0.737, 2.509], [1.583, -0.266, 4.342], [0.271, -1.561, 3.827], [-2.277, -0.878, 4.625], [-2.703, -0.368, 6.389], [-1.205, -1.605, 6.047], [-4.329, 2.423, 1.139], [-6.007, 0.956, 2.979], [-4.890, 1.772, 4.284], [-4.141, 0.689, 2.891], [4.700, -0.177, -0.981], [3.923, -1.437, 0.058], [2.457, -1.443, -0.263], [4.134, -0.550, 1.620], [4.649, -0.504, -2.023], [4.172, 0.774, -0.875], [5.747, -0.058, -0.692], [3.640, 0.423, 1.567], [5.199, -0.420, 1.826], [3.681, -1.142, 2.420], [3.137, -2.821, -4.081], [4.721, -3.538, -3.580], [5.537, -2.441, -2.962], [5.347, -3.802, -5.257], [2.583, -2.540, -3.181], [3.306, -1.931, -4.693], [2.562, -3.560, -4.643], [5.380, -2.853, -5.797], [4.700, -4.510, -5.781], [6.356, -4.217, -5.190], [2.459, -4.403, -8.664], [1.810, -5.879, -7.843], [2.661, -6.133, -6.634], [2.324, -7.049, -9.124], [2.282, -3.540, -8.018], [3.533, -4.512, -8.835], [1.941, -4.255, -9.614], [3.406, -6.996, -9.267], [1.810, -6.815, -10.059], [2.050, -8.057, -8.804], [0.284, -6.749, -4.461], [-1.023, -7.288, -5.590], [-1.686, -6.056, -6.132], [-2.106, -7.971, -4.314], [1.064, -6.252, -5.044], [-0.121, -6.049, -3.727], [0.711, -7.618, -3.955], [-2.366, -7.196, -3.589], [-1.602, -8.801, -3.812], [-3.018, -8.339, -4.791], [1.460, 8.818, 0.477], [1.525, 7.391, 1.587], [1.885, 6.193, 0.759], [-0.254, 7.318, 1.904], [2.472, 9.027, 0.119], [0.813, 8.600, -0.376], [1.084, 9.688, 1.021], [-0.797, 7.192, 0.964], [-0.575, 8.236, 2.402], [-0.457, 6.465, 2.556]], "forces_ev_per_angstrom": [[2.3006, 1.9304, -2.7104], [-3.0279, -2.5199, 3.2874], [-1.0977, 0.8097, 2.1066], [-0.3011, 0.7032, -0.2372], [0.2326, 0.2378, 0.5863], [1.7158, -0.6662, -0.5318], [-1.1501, 1.7071, 0.3835], [-1.3536, -2.2357, 1.1484], [1.0289, -0.1831, -1.4018], [-0.0987, 0.3180, 0.4686], [2.7038, 1.1142, 5.1263], [-0.3187, 0.7209, -0.2978], [-4.0485, -1.7022, -7.2692], [-0.3912, -2.6504, -0.6507], [-0.5354, -0.8422, 0.1015], [2.3177, -0.6918, 0.7915], [-0.6830, 0.6387, -2.7265], [2.5475, 0.6330, 0.2861], [-2.4243, -0.2964, -1.0068], [0.5197, -2.5018, 0.0248], [2.1474, 0.8116, -0.0030], [0.0764, -0.4255, 0.8856], [0.6871, -1.0572, 0.3235], [-0.7299, 0.6589, -0.8892], [-2.2480, -1.1095, 0.8127], [0.4179, 1.3610, 1.8915], [-0.3640, -2.1504, -1.4452], [1.9050, 0.7955, -0.9785], [2.0430, 0.5591, 0.5294], [-1.1057, -1.2407, 1.8733], [-1.8799, 0.1866, 2.0031], [-1.8492, -0.4749, -1.7879], [1.3282, 1.7809, -0.8457], [1.2211, 0.5058, 2.0588], [2.2617, -0.7617, -1.3228], [-1.2521, 1.9577, -0.5451], [-1.2165, 0.8884, 1.7565], [2.1991, 1.4466, 0.1722], [-0.1478, -0.3299, -2.3767], [-1.6401, 1.9654, 0.4713], [-0.1547, 0.1870, -0.1198], [-0.0312, 0.1247, -0.2061], [0.4000, 0.1388, 0.1442], [-0.0884, 0.0847, 0.0690], [0.0653, -0.1418, 0.2977], [-0.0437, -0.1092, 0.1530], [-0.0933, -0.1219, -0.0185], [0.0175, -0.0693, -0.0639], [-0.0727, -0.0567, -0.0772], [0.0936, -0.0081, -0.1765], [-0.0766, 0.1030, 0.0256], [0.0631, 0.2016, -0.0552], [-0.3174, -0.2985, -0.3568], [0.0719, 0.0355, -0.0964], [0.1684, -0.0685, -0.0111], [0.1002, -0.0729, 0.0581], [0.1205, -0.0435, 0.0491], [-0.0174, 0.0020, 0.1420], [-0.0529, -0.0277, 0.1201], [-0.1488, 0.0678, 0.1230], [0.1310, 0.0681, 0.0310], [0.0592, -0.0240, -0.0561], [0.0011, 0.1832, -0.4047], [0.1449, -0.0760, 0.0113], [-0.0553, -0.2059, -0.0292], [-0.0865, -0.0780, 0.0520], [-0.0134, -0.0624, 0.1225], [-0.0789, 0.0538, 0.0795], [-0.0186, 0.0336, 0.1293], [-0.0258, 0.2041, 0.0581], [-0.0060, 0.1728, 0.0747], [-0.0880, 0.4910, 0.0248], [0.2751, -0.5471, 0.3463], [-0.1405, 0.0063, 0.0590], [-0.1313, -0.2037, -0.0171], [-0.1204, -0.0912, -0.0859], [-0.0500, 0.0235, -0.1035], [0.0769, 0.0032, -0.1219], [0.0160, 0.0642, -0.0890], [0.1737, 0.0820, -0.0342], [0.0452, 0.0531, -0.1558], [-0.0420, -0.3219, -0.3288], [-0.2692, 0.6161, 0.3230], [0.1481, -0.0590, -0.0192], [-0.1261, -0.1157, 0.1203], [0.0481, -0.0764, 0.1093], [0.0406, -0.1068, 0.0206], [0.1114, -0.0412, 0.0427], [0.0953, -0.0196, -0.0083], [0.0917, 0.1560, -0.2133]], "gap_ev": 9.1, "fmax_ev_per_a": 8.49, "lumo_energy_ev": 0.5}